Entry 1:
DFT (the ωB97M-V functional and the def2-TZVPD basis) results for 8 unconnected molecules or ions with the total composition C72H152N8O8 at a distorted geometry.

Each line ends with the Löwdin charge.
Positions of all 240 atoms, in Å:
C -0.9987 -4.8256 2.3614  -0.02
C 0.4532 -5.2326 1.8981  -0.47
C 0.3482 -5.3002 0.3894  -0.15
C 1.6897 -5.4307 -0.3558  -0.16
C 2.7429 -4.3459 0.0889  -0.11
C 2.8581 -4.3534 1.6494  -0.45
N 1.5235 -4.2813 2.2635  -0.08
O 1.6582 -4.1881 3.6645  -0.02
C 3.7786 -5.5490 1.9862  -0.04
C 3.6644 -3.0201 2.0461  -0.01
C 0.6429 -6.6803 2.4861  -0.02
H -1.1084 -4.7227 3.4409  0.08
H -1.6664 -5.6216 2.0317  0.07
H -1.2538 -3.9092 1.8292  0.07
H -0.2122 -6.1987 0.1309  0.11
H -0.1672 -4.4117 0.0246  0.10
H 1.5202 -5.2520 -1.4176  0.10
H 2.0811 -6.4334 -0.1839  0.09
H 2.2355 -3.4144 -0.1621  0.09
H 3.6590 -4.3222 -0.5013  0.12
H 4.8235 -5.3659 1.7360  0.08
H 3.8223 -5.6390 3.0716  0.08
H 3.5405 -6.4995 1.5087  0.07
H 3.2411 -2.1560 1.5339  0.04
H 3.6379 -2.7378 3.0986  0.06
H 4.7168 -3.0742 1.7674  0.08
H -0.2870 -7.2219 2.6594  0.08
H 1.1541 -6.5893 3.4445  0.08
H 1.2801 -7.2716 1.8286  0.07
H 1.1633 -3.3677 3.7254  0.06
C -2.6410 0.4356 -1.4776  -0.01
C -1.0936 0.0976 -1.4818  -0.41
C -0.4619 0.5651 -2.8255  -0.13
C 1.0250 0.6129 -2.7835  -0.21
C 1.5239 1.3065 -1.5570  -0.15
C 0.9229 0.8307 -0.1907  -0.48
N -0.5300 0.8141 -0.2796  -0.11
O -1.0789 0.4285 0.9144  -0.02
C 1.6097 -0.5226 0.1169  -0.03
C 1.2884 1.8512 0.8747  -0.03
C -0.9548 -1.4833 -1.4298  -0.02
H -2.6453 1.5254 -1.4978  0.07
H -3.1519 0.1697 -0.5522  0.06
H -3.1839 -0.0218 -2.3048  0.09
H -0.7167 -0.1242 -3.6305  0.12
H -0.8536 1.5635 -3.0203  0.11
H 1.4637 1.2412 -3.5587  0.11
H 1.4705 -0.3810 -2.8246  0.11
H 1.0850 2.2997 -1.6518  0.10
H 2.5984 1.4523 -1.4458  0.11
H 1.8278 -1.0950 -0.7847  0.07
H 2.5757 -0.3280 0.5828  0.07
H 1.0094 -1.0554 0.8544  0.07
H 2.3621 1.7591 1.0387  0.09
H 0.9894 2.8958 0.7888  0.07
H 0.8874 1.4780 1.8171  0.05
H -1.0001 -1.8532 -0.4055  0.07
H -0.0487 -1.8331 -1.9246  0.06
H -1.7078 -1.9271 -2.0811  0.07
H -2.0207 0.5275 0.7572  0.06
C 0.8926 1.7650 4.6700  -0.04
C 1.1890 0.3267 5.0954  -0.48
C 2.7485 0.2860 5.2413  -0.15
C 3.2279 -0.8050 6.1138  -0.20
C 2.5662 -0.6647 7.4708  -0.16
C 1.0732 -0.7743 7.4731  -0.49
N 0.5477 0.1311 6.3844  -0.09
O -0.8607 0.3292 6.4261  -0.02
C 0.7104 -2.2784 7.2822  -0.01
C 0.5557 -0.2563 8.8241  -0.03
C 0.7039 -0.6931 4.0840  0.00
H 1.1988 2.4935 5.4207  0.09
H -0.1689 2.0022 4.7401  0.07
H 1.2950 2.2751 3.7948  0.07
H 3.0910 0.0831 4.2266  0.11
H 3.2466 1.2399 5.4147  0.12
H 4.3145 -0.8001 6.1999  0.12
H 3.0211 -1.6973 5.5229  0.10
H 2.9705 0.2840 7.8241  0.13
H 3.1271 -1.3371 8.1199  0.12
H 1.1053 -2.8905 8.0931  0.08
H -0.3477 -2.5150 7.1708  0.08
H 1.3322 -2.4940 6.4133  0.06
H -0.5094 -0.4878 8.8078  0.07
H 1.0318 -0.9276 9.5388  0.08
H 0.7530 0.7959 9.0291  0.09
H 1.3228 -0.6310 3.1889  0.08
H -0.3513 -0.4765 3.9174  0.08
H 0.7048 -1.7349 4.4047  0.06
H -1.2077 -0.4437 5.9746  0.04
C -3.3472 -5.8000 -2.7333  -0.03
C -4.2183 -5.6693 -1.4567  -0.44
C -5.6642 -5.3188 -1.8546  -0.12
C -6.5908 -6.5591 -2.2830  -0.14
C -6.4603 -7.6310 -1.1447  -0.15
C -5.0280 -8.0961 -0.8875  -0.52
N -4.1672 -6.9406 -0.5766  -0.10
O -2.8864 -7.3247 -0.1694  -0.01
C -5.2122 -8.9634 0.3833  -0.04
C -4.5328 -8.9995 -2.0579  -0.01
C -3.7980 -4.4823 -0.5812  -0.04
H -3.7528 -6.4071 -3.5427  0.07
H -2.3020 -6.0776 -2.5969  0.08
H -3.3114 -4.8616 -3.2866  0.08
H -6.0976 -4.8793 -0.9563  0.10
H -5.7923 -4.4854 -2.5453  0.12
H -6.2636 -6.8830 -3.2710  0.09
H -7.6676 -6.4696 -2.4260  0.10
H -7.1708 -8.4406 -1.3112  0.12
H -6.7542 -7.0843 -0.2487  0.11
H -4.2037 -9.3120 0.6058  0.07
H -5.6337 -8.4205 1.2293  0.09
H -5.6082 -9.9514 0.1481  0.08
H -4.5933 -8.3572 -2.9364  0.06
H -3.5084 -9.2977 -1.8347  0.08
H -5.0674 -9.9436 -2.1623  0.09
H -3.6551 -3.5378 -1.1062  0.08
H -2.8827 -4.7471 -0.0517  0.06
H -4.4172 -4.3163 0.3003  0.08
H -2.5232 -7.5028 -1.0400  0.07
C 3.1386 4.0262 -1.9555  -0.04
C 3.9009 5.2771 -2.4074  -0.44
C 4.5004 6.1374 -1.1649  -0.09
C 5.4951 7.2505 -1.5458  -0.17
C 6.7252 6.6551 -2.4000  -0.11
C 6.1861 5.8000 -3.6171  -0.45
N 5.0495 4.9241 -3.1996  -0.17
O 4.9501 3.8317 -3.9719  -0.02
C 5.8573 6.7881 -4.7260  -0.05
C 7.4357 4.9845 -4.1385  -0.04
C 2.9705 6.1291 -3.3557  -0.01
H 2.3444 4.4062 -1.3129  0.08
H 3.6606 3.3783 -1.2513  0.09
H 2.6234 3.4587 -2.7304  0.08
H 3.6703 6.8027 -0.9275  0.10
H 4.8466 5.5017 -0.3500  0.12
H 5.8678 7.7023 -0.6265  0.10
H 5.0778 8.0850 -2.1093  0.09
H 7.2564 6.1021 -1.6254  0.10
H 7.3921 7.4620 -2.7037  0.11
H 5.0930 7.5028 -4.4206  0.06
H 6.7081 7.4023 -5.0207  0.09
H 5.4297 6.2860 -5.5938  0.08
H 7.6765 4.1586 -3.4692  0.08
H 7.2162 4.5585 -5.1175  0.06
H 8.3420 5.5463 -4.3645  0.08
H 2.9355 5.5716 -4.2917  0.08
H 3.2353 7.1714 -3.5338  0.07
H 1.9434 6.0491 -2.9998  0.06
H 5.0085 3.1479 -3.3006  0.10
C -4.2776 0.4075 7.2285  0.00
C -4.8353 -0.8491 6.4609  -0.42
C -6.3767 -0.7232 6.0812  -0.15
C -6.5377 0.2384 4.9073  -0.18
C -5.6498 -0.2358 3.6845  -0.11
C -4.1444 -0.4340 4.0038  -0.49
N -4.0817 -1.2438 5.2556  -0.10
O -2.8023 -1.7033 5.5166  -0.03
C -3.5776 -1.1455 2.7651  -0.03
C -3.5216 0.9352 4.0361  -0.02
C -4.8206 -2.1114 7.4182  -0.05
H -4.9651 1.2475 7.1291  0.07
H -3.3232 0.8131 6.8927  0.06
H -4.1963 0.1990 8.2952  0.08
H -6.8619 -1.6332 5.7280  0.11
H -6.8960 -0.3980 6.9826  0.12
H -6.2139 1.1988 5.3084  0.09
H -7.6131 0.2275 4.7300  0.11
H -5.6896 0.4744 2.8585  0.12
H -6.1760 -1.1368 3.3690  0.11
H -4.0328 -2.1047 2.5188  0.08
H -3.6925 -0.6287 1.8123  0.07
H -2.5113 -1.2251 2.9768  0.07
H -3.1915 1.4181 3.1164  0.07
H -4.1622 1.5964 4.6195  0.08
H -2.6354 0.8930 4.6695  0.07
H -4.9685 -3.0924 6.9666  0.08
H -5.6008 -2.0886 8.1790  0.07
H -3.9527 -2.1014 8.0776  0.07
H -2.8829 -2.6591 5.5568  0.11
C 6.3256 2.0519 -8.2904  -0.04
C 5.0885 1.8104 -7.4177  -0.42
C 4.1612 3.1041 -7.4622  -0.13
C 2.8338 2.9393 -6.8265  -0.20
C 2.0620 1.7800 -7.5192  -0.14
C 2.7896 0.4590 -7.6069  -0.46
N 4.2472 0.7115 -7.9952  -0.19
O 4.9096 -0.3638 -8.2864  0.00
C 2.8003 -0.3304 -6.2664  -0.02
C 2.0475 -0.2804 -8.7272  -0.05
C 5.5716 1.4958 -5.9511  -0.03
H 7.0016 1.1998 -8.2199  0.08
H 6.8746 2.9601 -8.0416  0.08
H 5.9384 2.2243 -9.2946  0.08
H 4.6376 3.9489 -6.9647  0.11
H 3.9008 3.4089 -8.4758  0.12
H 2.2626 3.8674 -6.8472  0.11
H 2.8442 2.7806 -5.7481  0.09
H 1.7294 2.1149 -8.5017  0.12
H 1.2243 1.6804 -6.8289  0.12
H 1.7883 -0.6294 -5.9934  0.08
H 3.5161 -1.1519 -6.2959  0.08
H 3.2238 0.2292 -5.4324  0.05
H 2.1801 -1.3618 -8.7592  0.08
H 0.9619 -0.2080 -8.6601  0.08
H 2.3897 0.0602 -9.7044  0.09
H 5.9208 0.4814 -5.7582  0.08
H 4.7943 1.6020 -5.1944  0.04
H 6.4112 2.0987 -5.6050  0.07
H 4.8302 -0.3016 -9.2411  0.12
C -3.8580 6.5395 -1.5918  -0.04
C -3.0287 5.2068 -1.5967  -0.42
C -1.5243 5.5408 -2.0208  -0.13
C -0.8333 6.2872 -0.9185  -0.19
C -0.8040 5.4094 0.3569  -0.12
C -2.1658 5.0048 0.8526  -0.52
N -2.9681 4.4840 -0.2834  -0.09
O -4.1336 3.7991 0.1413  -0.01
C -1.8846 3.8799 1.8844  -0.03
C -2.9126 6.0483 1.6114  -0.04
C -3.5777 4.2261 -2.6990  -0.03
H -3.9470 7.1258 -2.5064  0.08
H -3.3899 7.2831 -0.9469  0.05
H -4.8388 6.5576 -1.1166  0.08
H -0.9952 4.5922 -2.1128  0.11
H -1.5639 6.0824 -2.9659  0.12
H -1.2651 7.2743 -0.7528  0.11
H 0.2006 6.4187 -1.2374  0.09
H -0.3742 6.0931 1.0890  0.13
H -0.1543 4.6011 0.0211  0.10
H -1.5254 3.0021 1.3472  0.07
H -1.1825 4.1418 2.6760  0.09
H -2.7105 3.4594 2.4581  0.06
H -3.7685 5.5406 2.0561  0.08
H -2.2671 6.5303 2.3456  0.09
H -3.3870 6.8725 1.0789  0.07
H -4.3569 3.5058 -2.4501  0.07
H -2.8585 3.4710 -3.0163  0.06
H -3.9533 4.8259 -3.5280  0.08
H -4.8498 4.4246 0.2730  0.09

As for the SMILES: CC1(C)CCCC(C)(C)N1O.CC1(C)CCCC(C)(C)N1O.CC1(C)CCCC(C)(C)N1O.CC1(C)CCCC(C)(C)N1O.CC1(C)CCCC(C)(C)N1O.CC1(C)CCCC(C)(C)N1O.CC1(C)CCCC(C)(C)N1O.CC1(C)CCCC(C)(C)N1O. The HOMO energy is -7.6 eV. The relative energy (zero: lowest compared OMol25 entry of this formula, charge and spin) comes out at 176.3 kcal/mol.

Entry 2:
DFT (the ωB97M-V functional and the def2-TZVPD basis) results for 2 unconnected molecules or ions with the total composition C3H6O2 at a distorted geometry.

Each line ends with the Löwdin charge.
Positions of all 11 atoms, in Å:
C 1.0102 -1.0431 0.1129  -0.26
C 1.7746 0.1765 -0.0724  -0.13
C 2.4379 1.1862 -0.0441  0.10
H -2.8643 0.2256 -0.8089  0.04
H -3.7428 0.9821 0.3575  0.06
H -0.6726 -0.0735 -0.3099  0.03
H 1.3984 -1.9296 -0.4708  0.13
H 1.0734 -1.3772 1.1979  0.13
H 2.8775 2.2015 0.0933  0.05
O -2.8653 0.6177 0.0806  -0.08
O -0.4270 -0.9661 -0.1361  -0.08

As for the SMILES: C#CCO.O. The HOMO energy is -9.9 eV. The relative energy (zero: lowest compared OMol25 entry of this formula, charge and spin) comes out at 73.5 kcal/mol.

Entry 3:
DFT (the ωB97M-V functional and the def2-TZVPD basis) results for 5 unconnected molecules or ions with the total composition C2H14O4S at a distorted geometry.

Each line ends with the Löwdin charge.
Positions of all 21 atoms, in Å:
C 0.2659 -2.8704 -1.2084  -0.26
C 0.4037 -1.5553 -1.7430  -0.64
S 1.8185 -0.5744 -0.9578  0.57
H -0.1100 -3.4888 -2.0365  0.07
H 1.1658 -3.3611 -0.7318  0.08
H -0.5345 -2.7535 -0.4413  0.08
H -0.2973 -0.8071 -1.6213  -0.01
H 0.6554 -1.5060 -2.8554  0.08
H 2.6126 -0.2069 -1.8980  -0.24
H -3.4864 1.0812 -0.9570  0.00
H -3.0818 0.6035 0.5381  0.02
O -2.9486 1.3180 -0.1729  -0.22
H 1.5996 1.5234 3.0321  0.03
H 0.4438 1.8923 2.1119  -0.05
O 0.8074 1.1705 2.5847  -0.12
H -1.4452 -0.2394 2.4346  0.02
H -0.3062 -0.2557 1.4315  -0.02
O -1.2389 -0.4938 1.5186  -0.14
H -1.1184 2.6190 -0.1631  -0.02
H 0.0631 3.5040 -0.0389  0.01
O -0.2791 2.6477 0.3482  -0.27

The expectation value of S² is 0.75. The HOMO energy (spin up / spin down) is 1.0 / -5.8 eV. Its charge is -1. The relative energy (zero: lowest compared OMol25 entry of this formula, charge and spin) comes out at 27.8 kcal/mol. The multiplicity is 2.

Entry 4:
DFT (the ωB97M-V functional and the def2-TZVPD basis) results for a molecular structure, C3H7N4O at a distorted geometry.

Each line ends with the Löwdin charge.
Positions of all 15 atoms, in Å:
C -2.6831 -1.0181 0.0813  0.04
C -2.3120 0.2838 0.2712  0.01
C 0.2626 0.4068 -0.1635  -0.01
N -1.2797 -1.4017 -0.1610  0.04
N -0.9511 -0.0658 -0.0267  -0.12
N 0.6761 1.6905 -0.1954  0.13
N 2.3093 -1.1882 -0.2145  0.08
O 3.3556 -0.5073 0.1252  0.01
H -3.4686 -1.6871 0.0832  0.10
H -2.8459 1.1921 0.4077  0.11
H -0.8583 -1.9433 -0.9348  0.16
H -0.0724 2.3679 -0.4423  0.14
H 1.6346 1.9145 -0.5931  0.15
H 2.6045 -1.5183 -1.0952  0.06
H 3.3975 -0.3093 1.0285  0.10

The HOMO energy (spin up / spin down) is -13.4 / -13.3 eV. Its charge is +1. The relative energy (zero: lowest compared OMol25 entry of this formula, charge and spin) comes out at 194.7 kcal/mol.